1.
{
  "formula": "C35H62BrClO11S",
  "method": "wB97M-V/def2-TZVPD",
  "species": ["C", "C", "C", "C", "C", "C", "Br", "C", "C", "C", "O", "C", "C", "Cl", "C", "C", "C", "C", "O", "C", "C", "S", "C", "C", "C", "C", "O", "O", "C", "C", "O", "H", "H", "H", "H", "H", "H", "H", "H", "H", "H", "H", "H", "H", "H", "H", "H", "H", "H", "H", "H", "H", "H", "H", "H", "H", "H", "C", "C", "O", "H", "H", "H", "H", "H", "H", "C", "C", "O", "H", "H", "H", "H", "H", "H", "C", "C", "O", "H", "H", "H", "H", "H", "H", "C", "C", "O", "H", "H", "H", "H", "H", "H", "C", "C", "O", "H", "H", "H", "H", "H", "H", "C", "C", "O", "H", "H", "H", "H", "H", "H"],
  "positions_angstrom": [[5.859, -3.663, 0.385], [5.028, -2.869, 0.047], [4.047, -1.897, -0.426], [3.166, -1.362, 0.672], [3.594, -0.711, 1.761], [5.041, -0.357, 1.987], [5.620, 0.902, 0.591], [5.410, 0.260, 3.331], [4.785, 1.634, 3.643], [2.550, -0.427, 2.792], [2.742, -0.567, 3.974], [1.206, -0.038, 2.257], [0.376, 0.874, 2.888], [0.884, 1.640, 4.351], [-0.846, 1.240, 2.328], [-1.745, 2.220, 3.025], [-2.782, 1.520, 3.925], [-2.460, 1.593, 5.408], [-4.019, 2.216, 3.670], [-1.230, 0.667, 1.110], [-2.506, 1.115, 0.458], [-2.409, 2.775, -0.323], [-0.649, 3.002, -0.665], [0.153, 3.732, 0.421], [-0.441, -0.318, 0.504], [-0.917, -0.982, -0.764], [-0.993, 0.035, -1.759], [-1.697, -0.574, -2.840], [0.781, -0.648, 1.084], [1.713, -1.657, 0.509], [1.350, -2.655, -0.071], [6.387, -4.532, 0.690], [4.544, -1.085, -0.954], [3.420, -2.415, -1.149], [5.642, -1.249, 1.848], [5.170, -0.427, 4.137], [6.492, 0.368, 3.320], [4.211, 2.036, 2.812], [4.098, 1.543, 4.481], [5.548, 2.345, 3.938], [-1.168, 2.908, 3.632], [-2.308, 2.803, 2.305], [-2.914, 0.480, 3.616], [-2.079, 2.579, 5.659], [-3.375, 1.449, 5.982], [-1.756, 0.826, 5.717], [-4.703, 1.845, 4.236], [-3.298, 1.188, 1.198], [-2.836, 0.417, -0.298], [-0.179, 2.066, -0.934], [-0.632, 3.610, -1.568], [0.189, 4.800, 0.233], [1.164, 3.340, 0.458], [-0.283, 3.602, 1.407], [-0.246, -1.758, -1.102], [-1.915, -1.390, -0.609], [-2.215, 0.141, -3.237], [4.743, 3.752, -2.026], [3.340, 3.956, -1.484], [3.346, 4.475, -0.157], [5.304, 3.078, -1.377], [4.717, 3.330, -3.031], [5.283, 4.701, -2.066], [2.812, 3.004, -1.433], [2.770, 4.622, -2.141], [3.797, 5.324, -0.172], [-0.036, -4.937, -2.898], [-0.463, -4.281, -4.198], [-1.263, -3.120, -3.968], [-0.911, -5.212, -2.309], [0.554, -5.834, -3.088], [0.567, -4.253, -2.295], [-1.076, -4.959, -4.789], [0.419, -4.015, -4.795], [-0.748, -2.492, -3.448], [-0.642, -1.827, -7.902], [0.297, -0.987, -7.055], [-0.182, -0.845, -5.724], [-1.638, -1.383, -7.914], [-0.279, -1.909, -8.928], [-0.736, -2.834, -7.488], [0.377, 0.021, -7.460], [1.301, -1.427, -7.047], [-0.256, -1.727, -5.341], [-5.511, 4.847, 0.868], [-6.363, 3.728, 1.437], [-5.765, 2.451, 1.247], [-5.337, 4.686, -0.196], [-5.995, 5.816, 1.003], [-4.537, 4.876, 1.361], [-7.329, 3.689, 0.935], [-6.544, 3.896, 2.506], [-4.918, 2.462, 1.710], [1.462, -3.830, 4.718], [1.398, -3.363, 6.158], [2.640, -2.816, 6.588], [2.243, -4.581, 4.591], [0.510, -4.252, 4.391], [1.706, -2.986, 4.068], [1.179, -4.195, 6.826], [0.607, -2.614, 6.281], [2.840, -2.067, 6.014], [-5.194, -2.726, -3.732], [-4.631, -2.525, -5.126], [-3.845, -1.343, -5.218], [-5.802, -1.869, -3.441], [-5.811, -3.625, -3.682], [-4.384, -2.824, -3.006], [-5.435, -2.413, -5.853], [-4.026, -3.391, -5.418], [-3.122, -1.446, -4.590]],
  "lowdin_charge": [0.13, -0.13, -0.15, -0.09, -0.11, -0.57, 0.82, -0.29, -0.11, -0.30, 0.08, -0.08, -0.47, 0.83, -0.18, -0.14, -0.39, -0.05, -0.06, -0.15, -0.36, 0.91, -0.51, -0.12, -0.05, -0.12, -0.14, -0.03, -0.02, -0.26, 0.12, 0.03, 0.09, 0.12, 0.08, 0.11, 0.10, 0.06, 0.05, 0.07, 0.09, 0.08, 0.15, 0.08, 0.08, 0.07, 0.10, 0.06, 0.07, 0.05, 0.07, 0.08, 0.06, 0.04, 0.10, 0.14, 0.12, -0.09, -0.32, -0.09, 0.02, 0.08, 0.08, 0.10, 0.11, 0.08, -0.08, -0.30, -0.10, 0.08, 0.08, 0.06, 0.11, 0.11, 0.05, -0.08, -0.32, -0.09, 0.08, 0.07, 0.07, 0.11, 0.11, 0.04, -0.10, -0.32, -0.10, 0.07, 0.07, 0.06, 0.11, 0.11, 0.02, -0.08, -0.32, -0.08, 0.08, 0.07, 0.05, 0.11, 0.11, 0.06, -0.09, -0.32, -0.08, 0.07, 0.07, 0.07, 0.11, 0.10, 0.03],
  "e_lumo_ha": -0.0499,
  "smiles": "C#CCC1=C([C@@H](Br)CC)C(=O)c2c(Cl)c(C[C@@H](C)O)c(CSCC)c(COO)c2C1=O.CCO.CCO.CCO.CCO.CCO.CCO",
  "orbital_gap_ev": 7.3,
  "energy_ev": -153217.41917
}

=====

2.
{
  "formula": "C35H62F9N2O16",
  "method": "wB97M-V/def2-TZVPD",
  "species": ["C", "C", "O", "C", "N", "C", "C", "C", "C", "C", "C", "C", "C", "O", "C", "C", "C", "F", "F", "C", "F", "F", "C", "F", "F", "C", "F", "F", "F", "N", "C", "C", "C", "C", "O", "C", "C", "O", "H", "H", "H", "H", "H", "H", "H", "H", "H", "H", "H", "H", "H", "H", "H", "H", "H", "H", "H", "H", "H", "H", "H", "H", "H", "H", "H", "H", "H", "H", "H", "H", "H", "H", "H", "H", "H", "H", "C", "O", "C", "O", "O", "C", "H", "H", "H", "H", "H", "H", "C", "O", "C", "O", "O", "C", "H", "H", "H", "H", "H", "H", "C", "O", "C", "O", "O", "C", "H", "H", "H", "H", "H", "H", "C", "O", "C", "O", "O", "C", "H", "H", "H", "H", "H", "H"],
  "positions_angstrom": [[3.298, -3.905, 2.100], [1.794, -3.253, 2.106], [1.053, -3.433, 0.819], [-0.049, -2.413, 0.892], [0.529, -1.155, 0.361], [-0.329, -0.301, -0.505], [0.186, -0.178, -2.093], [1.047, -1.447, -2.631], [2.198, -0.822, -3.673], [3.474, -0.362, -2.694], [4.389, -1.667, -2.209], [4.749, -1.541, -0.597], [6.326, -1.065, -0.436], [6.450, 0.389, -0.629], [6.656, 1.103, 0.645], [-1.947, -0.520, -0.416], [-2.783, 0.747, 0.221], [-4.221, 0.287, 0.293], [-2.780, 1.820, -0.821], [-2.329, 1.229, 1.709], [-1.342, 0.375, 2.403], [-3.579, 1.175, 2.559], [-1.791, 2.776, 1.825], [-2.890, 3.777, 1.659], [-0.734, 3.132, 0.820], [-1.098, 3.130, 3.301], [-0.990, 4.622, 3.514], [0.333, 2.647, 3.325], [-1.868, 2.617, 4.456], [-2.423, -1.770, 0.261], [-1.469, -2.935, 0.291], [-1.252, -3.728, -1.122], [-2.226, -3.280, -2.356], [-2.223, -4.041, 1.299], [-1.293, -4.899, 2.036], [-1.201, -6.257, 1.477], [0.240, -6.627, 0.713], [-2.148, -7.198, 1.501], [4.080, -3.006, 2.133], [3.547, -4.579, 1.176], [3.443, -4.467, 3.138], [1.937, -2.100, 2.382], [1.174, -3.700, 3.023], [-0.217, -2.262, 2.065], [1.042, -0.574, 1.065], [-0.165, 0.815, -0.101], [0.897, 0.778, -2.177], [-0.689, 0.014, -2.845], [0.411, -2.190, -3.316], [1.652, -2.049, -1.835], [1.792, 0.190, -4.135], [2.516, -1.577, -4.508], [4.232, 0.356, -3.260], [3.105, 0.264, -1.751], [3.720, -2.651, -2.303], [5.329, -1.851, -2.885], [4.080, -0.748, -0.035], [4.617, -2.563, -0.019], [6.726, -1.455, 0.603], [6.917, -1.589, -1.323], [5.892, 2.013, 0.690], [7.728, 1.590, 0.725], [6.454, 0.463, 1.606], [-2.326, -0.597, -1.547], [-2.626, -1.523, 1.277], [-3.367, -2.088, -0.117], [-0.118, -3.704, -1.497], [-1.467, -4.889, -0.939], [-2.254, -4.186, -3.123], [-1.751, -2.321, -2.848], [-3.364, -3.108, -2.043], [-2.941, -4.748, 0.660], [-2.923, -3.523, 2.090], [0.415, -7.789, 0.648], [1.159, -6.047, 1.204], [0.153, -6.249, -0.407], [-10.193, -0.257, -3.085], [-9.596, 0.941, -2.595], [-8.317, 0.793, -2.167], [-7.675, -0.246, -2.173], [-7.876, 2.000, -1.732], [-6.534, 1.996, -1.248], [-11.214, -0.022, -3.400], [-9.644, -0.635, -3.953], [-10.242, -1.015, -2.296], [-5.838, 1.707, -2.042], [-6.437, 1.328, -0.385], [-6.287, 3.011, -0.926], [-14.918, 4.729, -1.762], [-13.597, 5.260, -1.851], [-12.615, 4.354, -1.617], [-12.777, 3.174, -1.347], [-11.421, 4.988, -1.734], [-10.287, 4.152, -1.512], [-15.623, 5.540, -1.967], [-15.070, 3.944, -2.509], [-15.114, 4.350, -0.753], [-10.254, 3.343, -2.248], [-10.298, 3.749, -0.493], [-9.388, 4.762, -1.630], [7.759, 7.026, -0.489], [6.996, 6.119, 0.305], [5.774, 6.584, 0.666], [5.305, 7.673, 0.372], [5.163, 5.629, 1.411], [3.858, 5.983, 1.864], [8.716, 6.552, -0.719], [7.245, 7.240, -1.432], [7.957, 7.950, 0.064], [3.188, 6.155, 1.016], [3.900, 6.865, 2.511], [3.465, 5.146, 2.449], [9.448, -4.372, 3.024], [10.432, -3.436, 3.457], [10.271, -2.185, 2.956], [9.385, -1.825, 2.197], [11.267, -1.404, 3.445], [11.224, -0.050, 2.999], [9.674, -5.338, 3.486], [8.449, -4.061, 3.349], [9.482, -4.494, 1.937], [10.297, 0.434, 3.322], [11.330, 0.001, 1.910], [12.066, 0.482, 3.451]],
  "lowdin_charge": [-0.10, -0.23, -0.17, -0.25, 0.04, -0.20, -0.13, -0.21, -0.19, -0.20, -0.19, -0.17, -0.21, -0.25, -0.12, -0.09, -0.11, 0.01, 0.04, -0.09, 0.05, 0.03, -0.08, 0.05, 0.03, -0.12, 0.04, 0.02, 0.06, 0.10, -0.23, -0.14, -0.10, -0.09, -0.09, -0.27, 0.00, 0.02, 0.08, 0.09, 0.10, 0.13, 0.14, 0.16, 0.14, 0.16, 0.13, 0.12, 0.11, 0.10, 0.11, 0.12, 0.12, 0.11, 0.10, 0.12, 0.11, 0.09, 0.12, 0.13, 0.10, 0.10, 0.09, 0.17, 0.18, 0.20, 0.13, 0.12, 0.12, 0.07, 0.10, 0.16, 0.16, 0.11, 0.09, 0.09, -0.04, -0.02, -0.55, 0.10, -0.02, -0.06, 0.10, 0.10, 0.10, 0.10, 0.08, 0.10, -0.05, -0.01, -0.56, 0.11, -0.01, -0.06, 0.10, 0.10, 0.10, 0.08, 0.10, 0.10, -0.05, -0.01, -0.56, 0.11, -0.02, -0.05, 0.10, 0.10, 0.10, 0.10, 0.10, 0.09, -0.05, -0.01, -0.56, 0.09, -0.01, -0.05, 0.10, 0.09, 0.10, 0.10, 0.10, 0.10],
  "e_lumo_ha": -0.1316,
  "total_charge": 1,
  "orbital_gap_ev": 7.6,
  "energy_ev": -97476.15692
}